Formula: C72H168N24O24
Source: OMol25
Level of theory: ωB97M-V/def2-TZVPD

Values from the calculation:
Kohn-Sham gap: 9.27 eV
energy relative to the best compared isomer or geometry (same formula, charge and spin): 3.0288 eV
max |F|: 0.0815 Eh/bohr

Geometry (Å):
C1 16.4904 20.0611 13.0904
C2 17.8198 20.6675 13.4472
O1 18.7241 19.9268 13.8621
N1 18.0359 21.9164 13.0436
C3 19.3478 22.5635 12.8649
H1 15.7942 20.7325 12.7438
H2 16.2456 19.4933 13.9757
H3 16.7738 19.4139 12.3259
H4 17.2174 22.3663 12.6412
H5 19.6529 23.0856 13.7786
H6 19.1829 23.3550 12.1613
H7 20.0517 21.8845 12.4974
C4 11.8788 15.3660 20.0139
C5 13.1303 15.4477 19.1355
O2 14.2135 15.3680 19.7189
N2 13.0631 15.5811 17.8192
C6 11.8759 15.7665 17.0098
H8 12.1318 14.8884 20.9246
H9 11.0957 14.7213 19.6045
H10 11.4933 16.3926 20.2353
H11 13.9867 15.4141 17.3834
H12 10.9454 15.6237 17.6134
H13 11.8154 15.0509 16.1951
H14 11.8568 16.7335 16.5917
C7 11.2304 28.8824 15.3990
C8 11.7092 27.5074 14.9206
O3 12.2888 27.2902 13.8945
N3 11.2882 26.5149 15.7345
C9 11.6184 25.0664 15.6892
H15 12.0329 29.5618 15.6940
H16 10.4348 28.8782 16.0955
H17 10.9050 29.3308 14.4464
H18 11.1101 26.8232 16.7139
H19 10.9384 24.3723 15.1331
H20 11.5532 24.6851 16.6804
H21 12.6764 24.9691 15.2656
C10 15.0839 18.0918 20.9229
C11 14.1533 19.1312 20.4288
O4 13.7632 19.0383 19.2782
N4 13.8493 20.0707 21.3497
C12 13.0440 21.2889 20.9957
H22 15.8680 17.7374 20.2257
H23 14.4658 17.2470 21.1483
H24 15.6557 18.4575 21.8466
H25 14.4545 20.2033 22.1515
H26 13.4992 21.7063 20.0693
H27 13.2142 21.9660 21.8690
H28 11.9833 21.0874 20.8786
C13 19.5545 25.5571 19.2698
C14 18.7952 25.0759 18.0669
O5 19.1478 24.1708 17.3167
N5 17.6376 25.7232 17.8544
C15 16.7647 25.6583 16.6906
H29 18.9756 26.0079 20.0583
H30 20.2812 26.3383 18.9997
H31 20.2303 24.7750 19.6688
H32 17.4542 26.5296 18.4765
H33 15.9542 26.2346 16.9087
H34 16.4697 24.5783 16.6350
H35 17.2468 25.9436 15.7587
C16 21.5900 17.6278 20.3612
C17 20.6785 16.9510 21.2808
O6 20.9365 16.4480 22.3913
N6 19.3461 16.8726 20.7965
C18 18.2903 16.1552 21.5149
H36 21.9646 18.5253 20.8840
H37 21.0650 17.8226 19.4630
H38 22.4991 17.0997 20.1411
H39 19.2688 17.1318 19.7683
H40 18.2311 16.5873 22.5595
H41 18.4567 15.1000 21.7548
H42 17.3507 16.2051 20.9629
C19 20.9049 14.3131 19.0587
C20 21.5048 15.3974 18.1029
O7 22.7085 15.5690 17.8490
N7 20.6028 16.3420 17.5511
C21 21.0508 17.3896 16.6146
H43 21.7367 13.5620 19.1835
H44 19.9625 13.8464 18.6934
H45 20.6797 14.8381 19.9885
H46 19.6216 16.3469 17.9421
H47 22.0056 17.8669 16.8081
H48 20.2907 18.1301 16.6452
H49 21.0395 17.0333 15.6016
C22 15.0625 29.2344 20.9057
C23 16.2774 28.3294 21.2565
O8 16.8147 27.6790 20.4161
N8 16.7145 28.2715 22.5786
C24 17.4384 27.1144 23.1479
H50 14.0759 28.8000 20.9893
H51 15.1648 29.4875 19.8237
H52 15.0249 30.1596 21.5093
H53 16.0698 28.6897 23.2339
H54 18.3488 27.4790 23.5305
H55 17.7258 26.4210 22.3098
H56 16.8510 26.4694 23.7776
C25 19.6373 18.4239 25.2041
C26 19.3503 18.9144 26.5249
O9 18.1961 18.6972 26.9930
N9 20.3950 19.4064 27.2130
C27 20.2550 19.4409 28.6911
H57 18.6886 18.4285 24.5386
H58 19.7971 17.3627 25.2236
H59 20.5584 18.7505 24.6838
H60 21.3946 19.4072 26.8749
H61 19.3012 19.9216 28.9075
H62 21.0253 20.0490 29.1938
H63 20.0945 18.4476 29.1105
C28 8.9007 18.6254 16.0655
C29 8.7001 18.9508 17.5293
O10 7.6057 19.3390 18.0374
N10 9.7655 18.8515 18.3201
C30 9.7478 19.1164 19.7214
H64 9.8583 19.0524 15.7423
H65 8.0382 18.9793 15.4702
H66 8.8980 17.5748 15.8394
H67 10.7075 18.5837 17.9753
H68 9.0246 18.5252 20.2495
H69 9.3673 20.0839 19.9430
H70 10.7484 18.9778 20.1101
C31 14.0413 25.6978 19.6301
C32 13.8273 25.4686 21.1312
O11 13.2304 26.2816 21.8437
N11 14.5633 24.4518 21.7213
C33 14.7640 24.2697 23.1659
H71 14.2218 26.7508 19.4541
H72 13.1148 25.4012 19.1383
H73 14.8165 25.0556 19.1670
H74 15.0333 23.8044 21.1070
H75 15.7123 24.7827 23.5839
H76 14.7791 23.1828 23.3886
H77 13.9026 24.6520 23.6540
C34 17.4495 16.9501 15.8558
C35 17.0563 17.4211 17.2407
O12 17.7215 17.2103 18.2508
N12 15.8005 17.9781 17.3427
C36 14.8941 18.2001 16.1900
H78 16.6365 16.3223 15.6131
H79 18.3824 16.3691 15.8690
H80 17.4725 17.7798 15.1136
H81 15.2786 18.1685 18.2217
H82 14.7823 19.2506 15.9481
H83 13.9241 17.8299 16.5708
H84 15.1898 17.6515 15.2896
C37 19.9900 21.2054 16.8204
C38 21.3408 20.8866 16.2182
O13 22.4074 21.0433 16.8609
N13 21.2462 20.3548 14.9765
C39 22.3439 19.5894 14.3069
H85 19.8972 20.8107 17.8260
H86 19.2186 20.6744 16.1847
H87 19.8770 22.2820 16.8400
H88 20.2929 20.2839 14.6521
H89 22.8597 18.9860 15.1363
H90 23.0165 20.2591 13.7189
H91 21.8625 18.9548 13.5267
C40 12.8621 17.3136 13.4016
C41 13.0573 18.3999 12.3394
O14 13.2554 18.1162 11.1759
N14 12.9699 19.7210 12.7099
C42 13.0042 20.7826 11.6932
H92 12.3183 16.4056 13.0056
H93 12.4544 17.6799 14.4067
H94 13.8379 16.9281 13.6636
H95 12.9066 20.0180 13.6927
H96 12.3188 20.5961 10.8799
H97 13.9922 20.9777 11.2292
H98 12.6348 21.7161 12.1860
C43 8.9768 25.4038 19.0490
C44 10.1927 26.2745 19.4456
O15 10.7492 27.0819 18.6942
N15 10.5550 26.2404 20.7392
C45 10.0427 25.4169 21.8162
H99 8.1745 26.0997 18.9219
H100 8.5196 24.7831 19.8637
H101 9.2300 24.6939 18.3041
H102 11.4298 26.6616 20.8638
H103 10.8489 25.4953 22.5231
H104 10.0030 24.3814 21.4244
H105 9.0851 25.7981 22.3114
C46 16.7143 13.9748 18.8931
C47 15.7773 13.6765 17.7205
O16 15.5228 14.4774 16.8401
N16 15.3125 12.4010 17.7940
C48 14.7570 11.6051 16.6797
H106 16.9396 15.0335 18.8611
H107 17.5451 13.3022 18.8138
H108 16.1720 13.7859 19.8177
H109 15.7050 11.8873 18.5361
H110 13.7017 11.7378 16.6071
H111 14.9789 10.5938 16.9523
H112 15.2755 11.9586 15.7684
C49 24.8108 21.4273 18.9010
C50 23.7733 21.5125 20.0438
O17 24.0376 21.8060 21.2156
N17 22.4998 21.2373 19.6601
C51 21.3590 21.4437 20.5414
H113 25.7508 21.1704 19.3443
H114 24.8980 22.4362 18.5070
H115 24.6366 20.7771 18.1114
H116 22.3780 21.1021 18.6998
H117 20.5616 20.8092 20.1338
H118 21.1068 22.5188 20.5392
H119 21.4036 21.0927 21.5817
C52 22.4181 26.4050 22.0148
C53 22.7810 25.0252 22.3018
O18 21.9170 24.2046 22.6236
N18 24.0704 24.6541 22.3422
C54 25.2073 25.3297 21.7342
H120 21.5143 26.6765 22.5220
H121 22.3058 26.4065 20.9179
H122 23.2117 27.1506 22.1329
H123 24.1687 23.6457 22.3294
H124 24.9809 25.6481 20.6795
H125 25.9494 24.5696 21.6113
H126 25.5622 26.2101 22.2885
C55 24.5873 18.7674 23.4223
C56 23.6659 19.6175 24.2902
O19 23.3393 19.1450 25.3933
N19 23.1863 20.7491 23.8423
C57 22.3373 21.6044 24.6827
H127 25.1457 19.2927 22.6108
H128 24.0313 18.1145 22.8314
H129 25.1383 18.2690 24.1936
H130 23.4995 20.9965 22.8897
H131 21.2957 21.3051 24.6935
H132 22.4268 22.5900 24.2185
H133 22.5659 21.5990 25.7872
C58 17.8739 21.1193 24.2822
C59 16.4833 20.4375 24.2845
O20 15.6218 20.9140 23.5820
N20 16.3169 19.4981 25.1783
C60 15.0763 18.8371 25.4025
H134 18.3775 20.6895 23.4235
H135 18.3872 20.9137 25.1687
H136 17.6879 22.2067 24.1189
H137 17.1444 19.2567 25.7354
H138 15.2974 17.9196 25.9518
H139 14.4699 18.6456 24.5437
H140 14.3967 19.4626 26.0065
C61 14.9942 14.1839 22.7520
C62 15.5150 15.1352 23.8339
O21 14.7530 16.0401 24.2411
N21 16.8231 15.0612 24.1895
C63 17.4543 15.7801 25.2590
H141 15.2754 14.4982 21.7809
H142 13.9347 14.1857 22.8272
H143 15.3491 13.1457 22.8881
H144 17.2475 14.2871 23.7140
H145 17.6432 15.0965 26.0854
H146 16.7768 16.4669 25.7454
H147 18.4134 16.2170 24.9249
C64 11.5251 21.4288 17.8965
C65 11.4414 20.9884 16.3635
O22 12.2547 20.2768 15.7836
N22 10.3799 21.5248 15.6845
C66 10.1284 21.4602 14.2877
H148 12.2629 20.8183 18.4292
H149 10.5347 21.4283 18.4224
H150 11.8514 22.4932 17.8797
H151 9.6996 21.8948 16.2929
H152 10.5557 22.3208 13.7913
H153 9.1351 21.4800 14.0626
H154 10.6558 20.6468 13.8292
C67 14.6992 24.9865 13.2652
C68 14.9949 24.2673 11.9666
O23 15.5624 23.1522 11.8708
N23 14.5181 24.8972 10.8937
C69 14.4814 24.2263 9.5726
H155 14.1122 25.8665 13.0250
H156 15.5622 25.2358 13.9103
H157 14.0980 24.3043 13.8425
H158 14.0070 25.7714 11.0570
H159 15.4410 23.7626 9.2758
H160 14.2062 25.0194 8.8506
H161 13.7197 23.4225 9.5704
C70 17.6922 22.4760 19.7604
C71 16.4130 22.5247 18.9170
O24 15.3686 22.9325 19.4599
N24 16.5506 22.1919 17.6289
C72 15.2814 21.9919 16.8702
H162 18.6333 22.4095 19.1935
H163 17.5336 21.7141 20.5493
H164 17.7330 23.3674 20.4063
H165 17.4577 21.8638 17.3889
H166 14.6015 22.8441 17.0247
H167 14.8115 21.1144 17.2956
H168 15.4641 21.9695 15.8040